The following is a DFT calculation (ωB97M-V/def2-TZVPD) of 2 unconnected molecules or ions with the total composition C3H8S2.

XYZ file:
```
13
C3H8S2 ωB97M-V/def2-TZVPD
H -1.0571 -0.5382 1.1093
H 1.6832 -0.4979 0.6543
H -0.2652 -1.6111 0.0928
H 0.9577 1.0877 0.6664
H 2.4478 0.5238 -1.4957
S -2.7992 0.0695 1.5645
H 0.9138 -0.2786 -1.9877
H 0.8709 1.4076 -1.4639
C 0.9281 0.1196 0.1634
S -1.6029 -0.2898 -1.0742
C 1.3720 0.4477 -1.3053
H -2.9706 0.0828 2.9228
C -0.4787 -0.5232 0.1534
```

Properties
HOMO-LUMO gap = 5.63 eV
strongest force on any atom = 3.9 eV Å⁻¹
E_tot = -24906.782 eV
energy relative to the best compared isomer or geometry (same formula, charge and spin) = 4.615 eV
HOMO = -8.80 eV
M = 108.23 g/mol
LUMO level = -3.17 eV



The following is a DFT calculation (ωB97M-V/def2-TZVPD) of a molecular structure, C36H47N10O5S2.

XYZ file:
```
100
C36H47N10O5S2 ωB97M-V/def2-TZVPD
H 0.0131 -0.6560 2.9282
S -2.0570 -2.2652 -0.5749
H 7.7537 3.7536 4.1972
N 0.8985 1.7425 -3.5279
N 8.0743 2.9252 4.6689
H -3.5487 0.2146 -3.2801
C -6.1462 -3.2039 5.8243
H 2.5113 -0.9930 1.9040
H 3.1195 -2.1897 4.0184
H -1.4594 -1.0031 -0.5108
C 3.8206 -1.5926 3.4570
N -4.2549 -3.1774 4.6666
N 3.4377 -0.9604 2.3070
H 0.5587 4.3129 -9.0628
N 0.1018 4.3014 -5.8345
C 4.0391 -1.8505 -6.2770
C 0.2371 1.4093 3.3361
H 5.7381 -1.6582 4.5105
O -3.2191 -2.3247 0.3992
H -4.0670 0.0553 -0.8356
H -0.1031 1.7862 2.3838
H -1.5780 5.7582 -8.2182
C 0.2268 4.4452 -8.0442
H 7.9556 -0.2060 5.5670
C -5.4950 1.5992 -1.0738
C -4.2806 0.8380 -2.7898
H 1.3798 1.2342 6.4210
C 1.0024 1.0712 5.4226
C 5.5794 -0.4728 2.6178
N -4.5270 0.7080 -1.4500
C -5.1898 -4.0020 6.5009
C -8.2258 -2.3519 0.0198
H -7.1641 -3.0126 6.1290
C 1.9280 2.4875 -3.0124
H 2.7536 -2.5613 -7.8978
H -5.1354 2.1717 -4.2987
C -5.0963 1.8316 -3.2747
H 2.1678 0.2550 -4.6532
H -9.2627 -2.1292 -0.1842
C 8.1879 0.8346 5.3982
O -2.5575 -2.4281 -2.0080
C 1.0147 1.2558 -1.3678
H 10.0672 1.1772 6.5668
H -5.0766 -2.3125 -0.5061
C -5.8662 2.3144 -2.1866
H -8.2777 -3.5414 1.9170
H 1.6904 3.2729 -6.8238
N -0.9465 -3.5099 -0.1842
C 4.5029 -0.2799 1.7850
H -0.5008 0.3395 -2.7343
C 9.2905 1.5570 5.9203
H 0.8087 0.8149 -0.4033
C -7.7120 -3.0888 1.1161
C 2.8926 -1.9360 -7.0288
C -0.9396 5.0947 -6.2343
H 0.6033 1.7456 -4.4910
H -3.5772 -2.9704 3.9505
O 1.5489 -3.6877 0.7565
C 9.1959 2.8444 5.4507
C 0.3333 0.9938 -2.5306
H 0.9322 -0.8809 -6.7899
H -5.9122 -2.0685 3.9102
H -3.0742 -4.4389 5.9183
C 2.5387 -0.4664 -5.3635
C 5.1466 -1.3063 3.6784
C -5.5406 -2.7102 4.6944
H 2.5017 3.1513 -3.6418
C 0.8214 3.9045 -6.9302
C -7.1536 -1.9628 -0.7482
S 0.5679 -2.7455 0.0738
H -6.6100 3.0965 -2.2144
O 1.1362 -2.1799 -1.3877
H 4.4857 -0.6866 -4.5666
C -0.8887 5.1998 -7.6030
H 6.5676 -0.0613 2.4771
N -6.0164 -2.4421 -0.1585
H 0.8660 -1.1536 5.2323
H -7.1034 -1.3884 -1.6607
H 6.5521 1.5602 4.0563
C -4.0327 -3.9694 5.7606
H 1.3990 -2.9118 -1.9844
N 3.8155 -0.9508 -5.2693
H 2.7414 2.6287 -0.9861
C 7.4561 1.7042 4.6272
H -5.8346 1.6482 -0.0509
C 0.6757 2.0615 4.4636
H -5.3320 -4.5414 7.4253
C 1.9416 -1.0585 -6.4502
H -5.5792 -3.5770 1.5900
H 9.8266 3.7061 5.6057
N 0.2827 0.0644 3.5816
H 0.3073 4.0496 -4.8807
H -1.6249 5.5133 -5.5139
C 2.0240 2.2029 -1.6716
H 0.7537 3.1317 4.5834
C -6.3445 -3.1250 0.9783
H 4.4042 0.2829 0.8695
H 4.9907 -2.3499 -6.3726
C 0.7517 -0.1517 4.8485
O 0.3922 -1.5596 1.0289
```

Properties
HOMO-LUMO gap = 7.90 eV
strongest force on any atom = 5.2 eV Å⁻¹
E_tot = -84901.826 eV
charge = -1
HOMO = -5.88 eV
M = 763.97 g/mol
LUMO level = 2.01 eV



The following is a DFT calculation (ωB97M-V/def2-TZVPD) of C4H5NS2 in the gas phase.

XYZ file:
```
12
C4H5NS2 ωB97M-V/def2-TZVPD
H -0.1748 2.7013 1.7579
S -0.6155 -1.4374 -3.1380
H 1.1097 -2.2021 -1.5013
S -1.4661 2.0067 -0.3349
C 0.3139 0.5280 1.3440
C -0.3222 1.8783 0.9409
H 0.7208 -1.5538 0.9801
C 0.4027 -0.5592 0.5883
H -0.8061 0.1892 -0.7167
H 0.7076 0.5795 2.3557
C 0.1664 -1.4984 -1.6965
N -0.0363 -0.6321 -0.5795
```

Properties
HOMO-LUMO gap = 7.36 eV
strongest force on any atom = 9.7 eV Å⁻¹
E_tot = -27386.861 eV
energy relative to the best compared isomer or geometry (same formula, charge and spin) = 2.855 eV
SMILES = S=C/C=C\NC=S
HOMO = -8.65 eV
M = 131.22 g/mol
LUMO level = -1.29 eV